No. 1
{
  "formula": "C18H22IN3P2Sc",
  "method": "ωB97M-V with the def2-TZVPD basis set",
  "symbols": ["Sc", "I", "C", "C", "C", "C", "C", "C", "C", "C", "C", "C", "H", "H", "H", "H", "H", "H", "C", "P", "C", "C", "C", "P", "C", "C", "H", "H", "H", "H", "H", "H", "H", "H", "H", "H", "H", "H", "H", "H", "H", "H", "N", "C", "N", "C", "N"],
  "coordinates": [[0.52357, -1.00844, -0.98813], [3.43955, -0.51427, -1.20168], [3.47517, -0.00727, 0.84687], [4.60441, 0.55326, 1.36241], [4.63976, 0.86109, 2.73907], [3.56362, 0.59142, 3.53431], [2.39094, 0.00704, 2.99749], [1.26662, -0.28720, 3.81336], [0.14566, -0.85491, 3.28540], [0.09408, -1.13965, 1.89948], [1.14508, -0.86924, 1.05105], [2.32403, -0.30076, 1.61561], [5.46739, 0.75600, 0.74287], [5.53384, 1.30417, 3.15559], [3.59583, 0.81886, 4.59243], [1.32139, -0.06174, 4.87126], [-0.69701, -1.09303, 3.92126], [-0.81658, -1.60472, 1.51933], [-3.02694, -1.29953, -2.72606], [-2.21689, -0.62237, -1.24770], [-3.28576, -1.18176, 0.11434], [-2.53674, 1.18751, -1.36169], [-1.53449, 2.00099, -0.53976], [0.18060, 1.71876, -1.12698], [1.20065, 2.69382, 0.01610], [0.27889, 2.62890, -2.70046], [-4.01913, -0.85826, -2.83351], [-3.14115, -2.37848, -2.61684], [-2.44054, -1.08946, -3.62017], [-4.32500, -0.93328, -0.10628], [-2.99392, -0.69826, 1.04667], [-3.20774, -2.26399, 0.22606], [-3.56199, 1.38925, -1.04419], [-2.47934, 1.46162, -2.41842], [-1.56316, 1.70362, 0.51340], [-1.76560, 3.06825, -0.57680], [0.88597, 3.73831, 0.01592], [2.24718, 2.63636, -0.28411], [1.11124, 2.28586, 1.02317], [-0.01597, 3.66995, -2.56213], [-0.36260, 2.17433, -3.45493], [1.30465, 2.59832, -3.06858], [-3.40198, -4.73948, -1.71070], [-2.30515, -4.75189, -2.07087], [-1.03628, -4.74618, -2.47776], [-0.34326, -3.74147, -2.20494], [0.33714, -2.80211, -1.96076]],
  "atomic_forces_ev_per_a": [[-0.07, 0.06, 0.03], [0.04, 0.03, 0.01], [0.00, 0.00, 0.02], [0.01, 0.00, -0.06], [-0.01, 0.01, 0.05], [0.01, 0.00, -0.01], [0.02, 0.00, -0.03], [-0.01, -0.01, 0.00], [0.00, 0.00, 0.03], [0.01, 0.01, -0.03], [-0.03, -0.02, 0.02], [-0.03, -0.01, -0.01], [0.00, 0.00, 0.00], [0.00, 0.00, 0.00], [0.00, 0.00, 0.00], [0.00, 0.00, 0.00], [0.00, 0.00, 0.00], [0.00, 0.00, 0.00], [0.00, 0.02, 0.02], [0.00, 0.01, 0.02], [-0.04, 0.04, -0.02], [-0.01, -0.03, 0.00], [0.01, 0.02, 0.00], [0.01, -0.02, 0.01], [-0.01, 0.02, -0.01], [0.00, 0.01, 0.01], [0.00, -0.01, -0.02], [-0.01, 0.01, 0.00], [0.00, 0.00, 0.00], [0.00, 0.00, 0.00], [0.00, -0.02, 0.01], [0.02, 0.00, 0.00], [0.00, 0.01, 0.00], [0.01, 0.00, 0.00], [0.00, 0.00, 0.00], [0.00, 0.00, -0.01], [0.00, 0.00, 0.00], [0.00, 0.00, 0.00], [0.00, -0.01, 0.00], [0.00, 0.00, 0.00], [0.00, 0.00, 0.00], [0.00, 0.00, 0.00], [-0.01, 0.01, -0.03], [0.00, -0.04, 0.06], [0.03, 0.01, -0.02], [-0.08, 0.02, 0.06], [0.13, -0.11, -0.11]],
  "mulliken_charge": [-0.12, 0.16, 0.38, -0.63, -0.55, -0.91, 0.81, -0.79, -1.22, -0.73, 0.27, 0.79, 0.43, 0.42, 0.41, 0.40, 0.45, 0.65, -1.16, 0.94, -1.36, -1.08, -0.86, 0.94, -1.23, -1.33, 0.44, 0.28, 0.33, 0.44, 0.42, 0.39, 0.50, 0.40, 0.35, 0.50, 0.48, 0.36, 0.31, 0.41, 0.40, 0.39, -0.49, 0.56, -0.64, 0.78, -0.69],
  "total_energy_ev": -70867.776,
  "lumo_ev": -3.517,
  "total_charge": 1,
  "max_force_ha_per_bohr": 0.0039,
  "homo_energy_ev": -11.459,
  "orbital_gap_ev": 7.942
}

=====

No. 2
{
  "formula": "C2HF2I2NO",
  "method": "ωB97M-V with the def2-TZVPD basis set",
  "symbols": ["C", "C", "N", "O", "F", "F", "I", "I", "H"],
  "coordinates": [[0.02742, 0.21560, 1.66064], [-0.01136, -0.54177, -1.46058], [0.11205, 0.26085, 0.25147], [-0.03543, -0.73794, 2.33010], [0.99331, -0.17344, -2.25063], [-1.08935, 0.06811, -1.81125], [-0.30431, -2.57566, -1.18980], [0.17140, 2.25405, 2.49064], [0.13627, 1.23019, -0.02058]],
  "atomic_forces_ev_per_a": [[0.53, -0.40, -3.31], [0.52, 0.59, 3.35], [0.35, 0.84, -1.20], [-0.24, -0.95, 1.31], [-0.57, -0.15, 1.22], [-0.76, 0.64, -0.87], [0.24, -0.42, -0.04], [-0.10, -0.33, -0.15], [0.04, 0.18, -0.31]],
  "mulliken_charge": [0.43, 0.41, -0.40, -0.42, -0.15, -0.15, 0.21, -0.07, 0.14],
  "total_energy_ev": -27261.864,
  "lumo_ev": -0.954,
  "total_charge": 0,
  "max_force_ha_per_bohr": 0.0670,
  "homo_energy_ev": -9.736,
  "orbital_gap_ev": 8.782
}